No. 1
28
Properties=species:S:1:pos:R:3:nbo_charge:R:1 method="wB97M-V/def2-TZVPD" multiplicity=1 e_homo_ev=-12.736 charge=+1 fmax_ha_per_bohr=0.035
C 1.983 -0.424 -1.051 -0.223
C 0.973 -1.381 -0.474 -0.487
C -0.465 -0.890 -0.745 0.020
C -0.889 -0.986 -1.999 -0.398
C -1.275 -0.280 0.372 -0.494
C -1.617 -1.260 1.464 -0.180
C -1.238 -2.511 1.636 -0.378
N 1.544 1.007 -0.938 -0.679
H 2.995 -0.410 -0.625 0.226
H 2.264 -0.703 -2.070 0.235
H 1.039 -2.357 -0.948 0.256
H 1.080 -1.504 0.604 0.243
H -0.320 -1.407 -2.818 0.201
H -1.912 -0.806 -2.314 0.217
H -0.770 0.606 0.773 0.224
H -2.144 0.238 -0.054 0.221
H -1.974 -0.715 2.334 0.205
H -1.307 -3.005 2.599 0.218
H -0.711 -3.148 0.940 0.192
H 1.222 1.209 0.012 0.468
H 2.377 1.557 -1.131 0.436
H 0.819 1.286 -1.599 0.463
H 0.924 2.444 3.091 0.497
H -0.179 2.494 1.998 0.482
O 0.701 2.145 2.191 -0.973
H -0.605 3.602 -0.394 0.494
H -1.720 2.533 -0.375 0.493
O -0.792 2.668 -0.479 -0.978

---

No. 2
28
Properties=species:S:1:pos:R:3:nbo_charge:R:1 method="wB97M-V/def2-TZVPD" multiplicity=1 e_homo_ev=-13.194 charge=+1 fmax_ha_per_bohr=0.028
C -2.302 0.465 -0.948 -0.641
C -0.896 0.297 -0.351 0.004
C -0.564 -1.075 0.239 -0.471
C 0.877 -1.110 0.694 -0.073
C 1.950 -1.371 -0.043 -0.348
C 1.278 0.116 2.860 -0.418
C 1.040 -1.005 2.188 -0.193
N -0.842 1.370 0.760 -0.689
H -2.964 0.345 -0.093 0.202
H -2.371 1.411 -1.476 0.227
H -2.513 -0.240 -1.744 0.270
H -0.111 0.593 -1.003 0.242
H -1.231 -1.342 1.051 0.224
H -0.744 -1.684 -0.638 0.262
H 2.952 -1.292 0.348 0.219
H 1.868 -1.618 -1.098 0.207
H 1.256 0.117 3.940 0.231
H 1.575 0.999 2.299 0.176
H 1.039 -1.974 2.677 0.230
H -0.981 2.323 0.430 0.449
H 0.079 1.290 1.177 0.450
H -1.594 1.180 1.400 0.423
H 0.746 2.963 -1.898 0.493
H 1.826 2.489 -0.919 0.493
O 0.885 2.688 -0.985 -0.977
H -1.104 -2.258 -2.782 0.485
H -0.365 -1.252 -3.701 0.492
O -0.828 -1.339 -2.863 -0.968

---

No. 3
29
Properties=species:S:1:pos:R:3:nbo_charge:R:1 method="wB97M-V/def2-TZVPD" multiplicity=1 e_homo_ev=-12.260 charge=+1 fmax_ha_per_bohr=0.109 smiles="C=[N+](C)[P@@]1(C)=[P@H](COC)CC1"
C 3.105 -0.465 -0.342 0.035
C 1.957 -1.973 1.077 -0.447
C -2.441 -1.546 1.297 -0.245
C 1.471 1.935 0.734 -0.960
C -0.677 1.555 -1.563 -0.650
C 0.316 0.495 -1.342 -0.786
C -2.742 -0.098 -0.489 -0.275
N 2.130 -0.861 0.330 -0.393
O -2.006 -1.148 -0.081 -0.552
P -1.869 1.560 -0.056 0.460
P 0.402 0.419 0.490 1.022
H 3.356 0.499 -0.744 0.220
H 3.899 -1.190 -0.353 0.187
H 2.739 -2.686 1.222 0.230
H 1.093 -2.570 0.626 0.241
H 1.606 -1.612 2.037 0.237
H -2.502 -0.760 1.954 0.180
H -1.601 -2.078 1.666 0.194
H -3.342 -2.034 1.237 0.198
H 1.808 2.239 -0.267 0.223
H 2.275 1.680 1.292 0.237
H 0.730 2.575 1.189 0.262
H -1.091 1.406 -2.502 0.236
H -0.157 2.589 -1.566 0.229
H -0.247 -0.450 -1.620 0.253
H 1.272 0.452 -1.896 0.238
H -3.685 -0.052 -0.050 0.191
H -2.914 -0.160 -1.567 0.204
H -2.885 2.277 -0.713 0.032

---

No. 4
28
Properties=species:S:1:pos:R:3:nbo_charge:R:1 method="wB97M-V/def2-TZVPD" multiplicity=1 e_homo_ev="-4.063 / -4.063" charge=-1 fmax_ha_per_bohr=0.083
C 4.022 -0.474 -0.644 -0.590
C 2.219 1.172 -0.631 -0.627
C 2.122 -0.804 0.901 -0.588
C -1.963 -0.913 1.344 -1.144
C -3.614 -0.659 -1.241 -1.123
C -3.022 1.642 0.557 -1.146
C 2.506 -0.311 -0.529 -0.094
N 1.921 -1.005 -1.546 -0.051
O -0.832 0.329 -1.012 -1.335
Si -2.151 0.186 -0.227 1.910
H 4.489 -1.419 -0.425 0.201
H 4.529 -0.284 -1.606 0.211
H 4.519 0.278 0.136 0.195
H 2.777 1.691 -1.458 0.191
H 2.485 1.696 0.277 0.188
H 1.122 1.311 -0.773 0.305
H 2.282 -1.790 0.851 0.198
H 2.684 -0.249 1.594 0.191
H 1.084 -0.521 1.113 0.247
H -1.407 -1.855 1.352 0.215
H -1.733 -0.245 2.179 0.204
H -2.958 -1.280 1.613 0.200
H -3.737 -0.193 -2.207 0.209
H -3.396 -1.744 -1.385 0.210
H -4.587 -0.499 -0.616 0.190
H -3.772 1.324 1.209 0.210
H -2.300 2.174 1.254 0.206
H -3.290 2.443 -0.084 0.216

---

No. 5
27
Properties=species:S:1:pos:R:3:nbo_charge:R:1 method="wB97M-V/def2-TZVPD" multiplicity=1 e_homo_ev=-7.686 fmax_ha_per_bohr=0.079 smiles="CC(C)(C)N=P(C)(C)C"
C 1.280 -0.063 1.767 -0.641
C 1.636 -1.682 -0.002 -0.623
C 2.829 0.588 -0.191 -0.622
C -2.048 1.316 -1.840 -0.967
C -1.720 1.035 1.095 -0.977
C -2.072 -1.189 -0.746 -1.069
C 1.598 -0.199 0.273 0.207
N 0.339 0.290 -0.678 -1.183
P -1.224 0.321 -0.556 1.813
H 1.093 0.962 1.871 0.211
H 0.561 -0.862 2.050 0.213
H 2.197 -0.264 2.286 0.208
H 0.620 -2.019 0.289 0.200
H 2.455 -2.123 0.558 0.194
H 1.775 -2.045 -1.025 0.216
H 3.707 0.373 0.445 0.201
H 3.072 0.482 -1.234 0.227
H 2.573 1.681 0.080 0.209
H -2.665 1.971 -1.242 0.231
H -1.329 2.000 -2.344 0.264
H -2.557 0.721 -2.531 0.237
H -2.038 0.207 1.768 0.235
H -0.814 1.501 1.499 0.248
H -2.430 1.738 0.812 0.218
H -2.056 -1.979 0.147 0.249
H -3.138 -1.125 -0.884 0.242
H -1.646 -1.638 -1.668 0.258

---

No. 6
27
Properties=species:S:1:pos:R:3:nbo_charge:R:1 method="wB97M-V/def2-TZVPD" multiplicity=1 e_homo_ev=-7.792 fmax_ha_per_bohr=0.096 smiles="C/C=N/CC.CP(C)C"
C 0.628 1.379 1.584 -0.901
C -1.095 -1.129 -2.416 -0.616
C 3.230 -0.363 -0.546 -0.651
C -1.762 0.559 2.820 -0.921
C -2.017 1.822 0.141 -0.939
C -0.072 -1.917 -1.485 -0.236
C 2.130 -1.212 -1.195 0.158
N 0.934 -1.076 -0.911 -0.421
P -1.031 0.539 1.106 0.765
H 1.122 0.618 2.231 0.223
H 1.353 1.594 0.822 0.224
H -1.833 -1.861 -2.768 0.213
H -1.655 -0.398 -1.742 0.211
H -0.495 -0.535 -3.225 0.211
H 3.600 -0.937 0.299 0.220
H 3.896 -0.327 -1.297 0.206
H 2.744 0.520 -0.281 0.217
H -2.593 -0.311 2.991 0.224
H -0.954 0.265 3.476 0.231
H -2.239 1.433 2.995 0.207
H -1.357 2.288 -0.648 0.239
H -2.779 1.209 -0.279 0.225
H -2.504 2.671 0.762 0.215
H -0.530 -2.271 -0.590 0.213
H 0.312 -2.784 -2.183 0.151
H 0.356 2.253 2.133 0.208
H 2.611 -2.028 -1.793 0.125

---

Energy above the lowest of the compared OMol25 structures with the same formula, charge and spin: 19.2, 16.1, 0.0, 60.0, 24.2, 39.4 (kcal/mol)